(1)
# C21H30Cl2IrN2OS5

C21H30Cl2IrN2OS5 as an isolated structure (wB97M-V/def2-TZVPD, the OMol25 dataset).

Each line ends with the natural charge from an NBO analysis.
Positions of all 62 atoms, in Å:
1 C 1.73433 -0.23513 -2.04825  0.0215
2 H 3.39822 0.08905 -0.15519  0.4829
3 H 1.19349 1.00130 3.71251  0.2562
4 H 4.01175 -2.66125 -3.05128  0.2454
5 H 3.82597 -2.12348 0.72370  0.1712
6 C 1.17000 1.06940 2.62487  -0.5641
7 C -0.83255 -0.79497 3.23217  -0.5574
8 H -2.26069 3.58446 -1.82345  0.2636
9 H 4.98660 -0.72896 -4.27189  0.2387
10 H 0.32613 -2.89034 1.06415  0.2497
11 H -0.72080 2.85591 -2.28751  0.2846
12 S 0.49364 -0.51758 2.00624  0.4896
13 C 2.37480 0.83142 -2.81425  0.0686
14 S -2.16671 1.23720 -1.45167  0.5428
15 H 6.20330 -1.54674 1.19717  0.2349
16 Cl 1.78899 -2.88300 -1.39039  0.0094
17 C 3.50233 0.65975 -3.57677  -0.2807
18 C -0.83569 3.39762 -0.19858  -0.5483
19 H -0.52942 2.47541 2.59149  0.2155
20 C 5.51167 -0.78234 0.84283  -0.6407
21 C -1.21062 -5.92043 1.08687  -0.2608
22 H -3.07514 -4.16609 -0.92917  0.4440
23 C -1.46572 -3.35113 -0.00528  0.1034
24 S -1.76945 -1.89470 -0.86970  -0.0585
25 H -1.12305 -6.91720 1.49064  0.2629
26 H -4.33590 0.65319 -0.74387  0.2646
27 C -3.69575 1.49287 -0.47004  -0.5573
28 C 2.43214 -1.50923 -2.21628  -0.0133
29 H -2.79995 -0.14663 3.82994  0.2660
30 S 0.33788 2.13145 0.36333  0.5519
31 H 0.52312 -5.12459 2.08029  0.2460
32 H -1.16936 -1.81903 3.05988  0.2518
33 N -2.31903 -4.36834 -0.28506  -0.4636
34 C 3.55782 -1.68241 -2.97976  -0.2567
35 C -2.00088 0.17749 3.16356  -0.5472
36 C -2.21457 -5.61940 0.21525  0.0891
37 H 3.91674 1.50195 -4.11318  0.2454
38 H -0.35911 -0.76440 4.21367  0.2629
39 Ir -0.76648 0.10968 0.04811  0.3308
40 O 3.14806 -0.16510 0.74123  -0.7674
41 H 5.78238 0.16706 1.30487  0.2187
42 H -4.50927 1.52428 1.51934  0.2669
43 H 3.94942 -1.24975 2.25567  0.1734
44 C 4.08674 -1.16251 1.17661  -0.0632
45 C 4.10239 -0.59666 -3.66459  -0.1409
46 H -0.26594 4.30826 -0.38759  0.2714
47 H -2.99462 2.44043 1.38370  0.2246
48 H -1.56965 3.60418 0.57685  0.2254
49 H 1.07264 3.19826 2.36916  0.2691
50 H -2.95991 -6.32756 -0.11577  0.2490
51 S -2.61544 0.05587 1.46705  0.4750
52 Cl 1.69001 2.42378 -2.77407  -0.0163
53 H 5.64317 -0.69499 -0.23887  0.2086
54 C -0.42146 -3.64423 0.87793  -0.2898
55 N 0.70526 -0.11198 -1.29868  -0.7134
56 C -0.30178 -4.90687 1.41394  -0.0743
57 H -4.16168 2.40000 -0.85499  0.2665
58 H -1.71707 1.19233 3.42628  0.2306
59 C 0.45301 2.32742 2.15151  -0.5549
60 H 2.19460 1.05347 2.25227  0.3021
61 C -3.52829 1.55643 1.04496  -0.5431
62 C -1.46483 2.91557 -1.49512  -0.5628

Output
- multiplicity = 2
- charge = +2
- highest occupied orbital energy (spin up / spin down) (eV) = -12.030 / -12.278
- frontier orbital gap (spin up / spin down) (eV) = 6.33 / 6.59

---

(2)
# C21H30ClF12IO13P2

A 5-piece molecular cluster, C21H30ClF12IO13P2 overall (wB97M-V/def2-TZVPD, the OMol25 dataset).

Each line ends with the Löwdin charge.
Positions of all 80 atoms, in Å:
1 H -3.76100 -2.75327 -0.45363  0.1115
2 C -1.34423 6.60843 2.67593  -0.5441
3 F 2.67285 -3.62321 1.17830  0.1630
4 C -0.05113 5.75726 2.71627  -0.4084
5 H -2.72221 4.43438 0.38033  0.0642
6 H -0.85361 -4.62305 0.22553  0.0758
7 C -5.89523 0.78332 -1.97658  -0.5360
8 F -6.27595 0.91598 -3.25043  0.1769
9 H -3.17101 4.16255 -2.06570  0.1239
10 H 2.26430 5.02798 4.26013  0.0763
11 O 5.28841 -4.20351 1.06941  0.0360
12 H -5.24730 -1.88961 -0.74570  0.0450
13 O -6.23291 2.67605 -0.51989  0.1743
14 F -6.86943 0.18456 -1.29804  0.1671
15 C -5.55186 2.15771 -1.35405  -0.4097
16 C 6.67823 -4.28360 1.47350  -0.1853
17 C 3.40130 -3.14128 0.16661  -0.5483
18 O 0.97022 6.11320 2.20702  0.1682
19 F 3.24196 -3.95457 -0.88731  0.1666
20 H -4.67464 4.55557 -1.22614  0.1275
21 H 6.12656 -0.75789 -2.54061  0.0868
22 H 5.44183 -1.08594 -4.93628  0.1262
23 H -4.81422 -0.35782 0.95125  0.1307
24 C 6.92039 -3.56412 2.77984  -0.0583
25 O 5.56139 -2.08129 0.33829  0.1651
26 Cl -1.42444 1.28543 -1.66427  0.3721
27 O -0.30045 4.61702 3.33253  0.0366
28 C -3.19933 3.53493 0.00034  -0.0725
29 C 0.80188 3.67859 3.42224  -0.1819
30 C -4.12951 -1.20669 0.96170  -0.1883
31 H 1.28307 4.17312 5.45869  0.0841
32 O -0.41655 -0.42789 0.43450  -0.4405
33 H 0.32125 -3.22842 0.57063  0.0526
34 C 1.56975 -0.23987 -5.46941  -0.5470
35 O -1.26073 -1.52111 -1.72379  -0.3310
36 C -1.56292 -3.17808 1.51955  -0.2221
37 H 4.44034 -0.91746 -2.03882  0.0627
38 F 1.40276 -1.07942 -6.50159  0.1655
39 C -5.38969 -3.41291 0.79104  -0.6594
40 C -4.63229 -2.31519 0.04007  -0.2917
41 H 7.30018 -3.89108 0.66970  0.1261
42 C 3.06671 -0.17898 -5.08008  -0.4058
43 O -4.42403 2.59510 -1.87897  0.0023
44 H -2.47085 -3.70309 1.79224  0.1126
45 P -1.62809 -0.54932 1.46552  0.3286
46 O 3.42582 -1.31181 -4.50396  0.0341
47 C 4.90060 -3.05625 0.54469  -0.4032
48 P -0.25714 -0.36518 -1.21090  0.5690
49 C -3.88019 3.81579 -1.31802  -0.1852
50 F -2.22202 6.02542 1.84024  0.1457
51 H 7.95686 -3.70641 3.08489  0.0848
52 H 6.86545 -5.35032 1.56785  0.1257
53 H 6.26963 -3.96026 3.55938  0.0854
54 H -4.81282 -4.32803 0.87747  0.0308
55 H 1.27403 3.59872 2.44388  0.1267
56 O -1.42330 -1.96217 2.17399  -0.1328
57 O -1.68474 0.52212 2.44487  -0.2083
58 H 0.32448 2.72982 3.65337  0.1226
59 C 1.78636 4.07855 4.49629  -0.0602
60 H 4.94033 0.45937 -3.02507  0.0805
61 H -2.11260 -1.19519 -2.04481  0.0374
62 H 6.73363 -2.49602 2.68234  0.0778
63 F -4.81551 -0.01721 -1.94987  0.1372
64 C 4.81598 -1.40427 -4.10289  -0.1813
65 H 4.97167 -2.46822 -3.93917  0.1239
66 F 2.93107 -1.94168 -0.15654  0.1552
67 F -1.91502 6.69575 3.87965  0.1713
68 H 2.55896 3.31463 4.58026  0.0827
69 H -3.91269 3.18473 0.74550  0.0890
70 O -2.86432 -0.70421 0.49752  -0.2195
71 H -2.43589 2.76566 -0.12668  -0.0090
72 I -7.16259 -3.97420 -0.24706  0.7840
73 F 1.13874 0.96200 -5.83051  0.1760
74 H -5.70652 -3.09254 1.78030  0.0419
75 F -1.09237 7.83354 2.23585  0.1777
76 F 0.81158 -0.67689 -4.45752  0.1406
77 H -4.05729 -1.54647 1.99848  0.1236
78 O 3.75089 0.77172 -5.31837  0.1706
79 C -0.64426 -3.68859 0.72632  0.0592
80 C 5.09345 -0.60440 -2.85163  -0.0524

Output
- charge = 0
- highest occupied orbital energy (eV) = -9.673
- SMILES = C=CO[P@](=O)(OCCCI)OP(O)Cl.CCOC(=O)C(F)(F)F.CCOC(=O)C(F)(F)F.CCOC(=O)C(F)(F)F.CCOC(=O)C(F)(F)F
- frontier orbital gap (eV) = 10.02

---

(3)
# C21H30ClN3O3S

One molecule with the formula C21H30ClN3O3S (wB97M-V/def2-TZVPD, the OMol25 dataset).

Each line ends with the natural charge from an NBO analysis.
Positions of all 59 atoms, in Å:
1 C 1.94011 1.44098 2.37163  -0.2180
2 H 5.65638 -3.67762 -2.84348  0.2278
3 H 1.65452 4.04045 -0.94805  0.2132
4 C -4.10921 0.11113 0.95560  0.6975
5 C 0.49332 1.12505 1.99596  -0.4128
6 C 0.33073 2.59103 -0.13772  -0.4099
7 H -6.96800 1.13859 -0.40247  0.2198
8 H -4.72762 1.07492 -2.01573  0.2051
9 C -5.52575 0.60212 1.17638  -0.4973
10 H 2.12477 2.51269 2.35417  0.1937
11 H -4.76084 -2.50328 -0.23846  0.1972
12 C 1.71830 3.24658 -0.20073  -0.3923
13 H 4.52856 1.18811 0.22723  0.2198
14 H -2.37394 -2.14963 0.46056  0.2271
15 H 2.13251 1.08945 3.38464  0.2362
16 H 0.26441 0.11008 2.32990  0.2285
17 H -6.13762 -0.27240 1.41504  0.2299
18 C 4.53331 -2.50916 0.90489  -0.0147
19 C -5.90882 1.22053 -0.16905  -0.4062
20 N -1.12243 0.67919 0.24963  -0.6337
21 C 3.64798 1.71064 0.59288  -0.2101
22 O -3.30971 -0.20599 1.82547  -0.6531
23 H -2.98342 -0.60227 -2.09154  0.2266
24 H 3.61359 2.88574 -1.15851  0.2139
25 C 2.87897 2.31614 -0.58231  -0.4262
26 S 3.93202 -0.95611 -1.00225  0.4642
27 H 5.75900 -1.96387 -3.25208  0.2267
28 Cl 4.78288 -3.25068 2.43512  0.0505
29 C 5.03504 -3.11971 -0.27318  -0.2864
30 C -2.65101 -2.10624 -0.59438  -0.4078
31 C 3.88594 -1.32361 0.68706  -0.3631
32 H 0.91112 0.53688 -0.01702  0.2146
33 C -1.39261 0.02344 -0.89506  0.6869
34 N 2.88848 0.81299 1.45482  -0.4553
35 H -5.63921 2.27702 -0.17966  0.2112
36 H -4.22611 -2.86372 -1.88483  0.2004
37 H -0.17419 1.79936 2.54351  0.2064
38 C 3.19181 -0.49823 1.71665  0.6662
39 C 4.77336 -2.39711 -1.39339  -0.1647
40 C -5.03508 0.45859 -1.17049  -0.1979
41 H 5.56207 -4.06269 -0.26848  0.2332
42 O 2.78667 -1.04278 2.73047  -0.6061
43 C -3.93180 -2.89357 -0.83306  -0.6071
44 H -3.79941 -3.93858 -0.55317  0.2208
45 C 5.12196 -2.72956 -2.80756  -0.6384
46 C 0.21774 1.20445 0.49962  -0.0473
47 C -2.76576 -0.63837 -1.02305  -0.1230
48 H -5.57180 1.28087 2.02395  0.2384
49 O -0.59928 -0.09403 -1.81871  -0.6471
50 H 4.02180 2.52945 1.21999  0.1893
51 H 4.22783 -2.81978 -3.42548  0.2307
52 H -5.54629 -0.42630 -1.56619  0.1865
53 H -1.82740 -2.53773 -1.16510  0.2257
54 H -0.03150 2.47687 -1.16264  0.2196
55 N -3.87596 0.06273 -0.37859  -0.4308
56 H -0.37024 3.26584 0.36471  0.2015
57 H -1.72249 0.48437 1.04526  0.4344
58 H 2.51874 1.52720 -1.24783  0.2166
59 H 1.95359 3.75947 0.73512  0.1891

Output
- charge = 0
- highest occupied orbital energy (eV) = -8.674
- SMILES = CC[C@H](C(=O)N[C@H]1CCCCN(C(=O)c2sc(C)cc2Cl)CC1)N1CCCC1=O
- frontier orbital gap (eV) = 9.37

---

(4)
# C21H30F5MnNOP2S

C21H30F5MnNOP2S as an isolated structure at a distorted geometry (wB97M-V/def2-TZVPD, the OMol25 dataset).

Each line ends with the natural charge from an NBO analysis.
Positions of all 62 atoms, in Å:
1 C -0.35980 -2.21325 2.79286  0.6455
2 F 3.44970 -3.57381 7.04135  -0.2955
3 H 0.01322 -0.02258 -4.13646  0.2072
4 H -0.98246 -4.00670 3.76236  0.2376
5 H 4.27524 0.97724 2.19892  0.2774
6 P 2.92567 0.37225 0.31364  1.4645
7 H -4.41258 0.85341 1.29183  0.2205
8 F 2.69030 -0.95436 6.63986  -0.3110
9 H -0.39003 3.96038 -5.76104  0.2015
10 H -1.11187 -0.26491 3.28523  0.2420
11 H 0.56198 -3.35914 4.33669  0.2514
12 P -2.73698 -0.29949 -0.06378  0.8721
13 C -3.47109 0.28642 -1.63403  -0.9343
14 C 3.55995 -3.34579 3.40133  0.3304
15 C 3.12590 -1.31700 0.71767  -1.1921
16 Mn -0.41002 -0.30272 -0.29105  0.6850
17 C -0.04843 -3.52309 3.44029  -0.7280
18 F 4.01142 -5.16221 4.87426  -0.3002
19 C -3.31657 0.85699 1.22310  -0.9421
20 H 5.10635 1.21456 0.63584  0.2548
21 C 2.91117 0.80486 -1.42329  -1.0098
22 H -4.57716 -1.86126 0.29114  0.2277
23 H -2.97781 1.87188 0.97461  0.2520
24 H -2.89456 0.58184 2.19810  0.2326
25 H -0.59109 4.89759 -3.45217  0.1930
26 C 2.94958 -1.24837 4.27532  0.2972
27 H -0.50351 3.35791 -1.48151  0.1971
28 H -2.25934 -1.62570 3.56663  0.2460
29 C 4.15595 1.34089 1.17120  -0.9957
30 C 3.35448 -3.07309 5.79031  0.2523
31 C 2.97489 -1.74743 5.58259  0.2862
32 H 1.26140 2.25926 1.12443  0.1721
33 C -0.12540 1.05646 -4.03036  -0.2917
34 S 1.05889 0.90321 1.23672  -0.2413
35 H -3.17003 -2.62612 -0.49820  0.2499
36 F 2.61634 0.06949 4.12015  -0.3383
37 O 0.01387 -1.96118 1.63183  -0.6122
38 C 3.23280 -2.02306 3.17316  -0.4021
39 H -0.89833 -1.36952 4.67449  0.2447
40 H 3.95227 0.80933 -1.78550  0.2484
41 H 3.89500 2.40555 1.19461  0.2520
42 H -0.07406 1.50309 -6.11931  0.2063
43 H -3.23275 1.34825 -1.78275  0.2624
44 H -4.56138 0.15054 -1.64328  0.2205
45 H 4.09350 -1.66168 0.33500  0.2485
46 C -0.42431 2.97930 -2.50623  -0.3440
47 C -0.46774 3.82306 -3.60236  -0.1291
48 H -3.02857 -0.27489 -2.46834  0.2587
49 C 3.63758 -3.87832 4.69321  0.2518
50 C -0.17395 1.91230 -5.11361  -0.1948
51 C -1.20526 -1.30385 3.61985  -0.7354
52 H 3.18169 -1.56686 2.05154  0.3031
53 H -3.12657 -2.30116 1.24469  0.2313
54 C -3.48163 -1.91851 0.28036  -0.9500
55 C -0.34946 3.29490 -4.90387  -0.3286
56 H 2.34012 0.06831 -2.00360  0.2914
57 H 0.48503 -4.18807 2.75771  0.2475
58 N -0.25061 0.71497 -1.69547  -0.8203
59 H 2.29205 -1.93471 0.37214  0.2569
60 H 2.47034 1.79700 -1.59744  0.2678
61 C -0.27409 1.56097 -2.69320  0.1293
62 F 3.80326 -4.19878 2.37551  -0.3204

Output
- multiplicity = 4
- charge = 0
- highest occupied orbital energy (spin up / spin down) (eV) = -5.685 / -6.351
- frontier orbital gap (spin up / spin down) (eV) = 5.84 / 6.50

---

> The highest charge belongs to which entry?

C21H30Cl2IrN2OS5